C22H66ClO12S11V | ωB97M-V/def2-TZVPD

For the total energy, the calculation gives -205841.3898 eV. The value obtained for the HOMO-LUMO gap (alpha / beta) is 8.251 / 8.494 eV. As for the spin multiplicity: 2. The largest force on an atom comes out at 3.0 eV/A. Its expectation value of S² is 0.766. The total charge is +1.

Each line ends with the Löwdin spin population.
Geometry (Å):
O: 2.866 0.111 0.413  -0.14
V: 1.431 0.290 1.070  1.08
Cl: -0.055 -1.163 -0.114  0.01
C: 2.325 -3.698 -1.591  0.00
S: 3.746 -2.512 -1.564  0.00
O: 4.247 -2.513 -0.126  0.00
C: 4.805 -3.588 -2.508  0.00
H: 2.726 -4.566 -1.029  0.00
H: 2.021 -4.018 -2.551  0.00
H: 1.515 -3.261 -1.032  0.00
H: 4.538 -3.583 -3.540  0.00
H: 4.864 -4.625 -2.123  0.00
H: 5.854 -3.186 -2.346  0.00
C: -3.468 0.148 3.827  0.00
S: -1.681 -0.128 3.547  0.00
O: -1.068 1.227 3.731  0.00
C: -1.450 -1.047 5.111  0.00
H: -3.683 0.985 3.169  0.00
H: -3.639 0.461 4.878  0.00
H: -4.038 -0.743 3.534  0.00
H: -2.301 -1.661 5.072  0.00
H: -1.469 -0.388 5.938  0.00
H: -0.556 -1.678 4.962  0.00
C: 0.989 2.477 -5.292  0.00
S: -0.016 2.369 -3.870  0.00
O: -1.392 2.264 -4.489  0.00
C: 0.384 0.820 -3.138  0.00
H: 0.736 1.664 -5.967  0.00
H: 2.072 2.503 -5.081  0.00
H: 0.763 3.425 -5.747  0.00
H: -0.369 0.043 -3.437  0.00
H: 0.483 0.978 -2.077  0.00
H: 1.407 0.476 -3.412  0.00
C: -2.920 -3.513 1.028  0.00
S: -1.664 -4.427 2.047  0.00
O: -1.433 -3.521 3.205  0.00
C: -2.626 -5.792 2.690  0.00
H: -2.320 -2.699 0.602  0.00
H: -3.662 -3.194 1.789  0.00
H: -3.400 -4.167 0.297  0.00
H: -2.148 -6.615 3.254  0.00
H: -3.222 -6.198 1.887  0.00
H: -3.245 -5.332 3.420  0.00
C: -1.330 3.572 -0.731  0.00
S: -1.137 2.390 0.618  0.00
O: 0.212 1.711 0.354  0.01
C: -0.557 3.496 1.830  0.00
H: -1.576 3.045 -1.688  0.00
H: -0.349 4.062 -0.725  0.00
H: -2.084 4.278 -0.424  0.00
H: -1.283 4.240 2.094  0.00
H: 0.378 3.979 1.516  0.00
H: -0.342 2.765 2.640  0.00
C: 3.902 2.474 4.099  0.00
S: 3.683 1.601 2.624  0.00
O: 2.192 1.786 2.436  0.00
C: 4.423 2.658 1.388  0.00
H: 3.656 3.486 3.951  0.00
H: 4.913 2.317 4.435  0.00
H: 3.196 1.983 4.808  0.00
H: 4.020 2.387 0.410  0.00
H: 5.491 2.641 1.489  0.00
H: 3.958 3.650 1.569  0.00
C: 6.355 2.620 -2.963  0.00
S: 4.728 2.199 -2.323  0.00
O: 3.889 1.929 -3.509  0.00
C: 5.172 0.562 -1.718  0.00
H: 6.789 1.795 -3.489  0.00
H: 6.995 3.051 -2.153  0.00
H: 6.273 3.453 -3.634  0.00
H: 4.247 0.058 -1.484  0.00
H: 5.838 0.453 -0.892  0.00
H: 5.603 -0.077 -2.498  0.00
C: 3.608 -2.126 3.016  0.00
S: 1.874 -2.158 3.229  0.00
O: 1.384 -0.733 2.752  0.01
C: 1.377 -3.124 1.754  0.00
H: 4.139 -3.046 3.162  0.00
H: 4.030 -1.450 3.768  0.00
H: 3.681 -1.762 1.985  0.00
H: 0.339 -2.993 1.742  0.00
H: 1.621 -4.178 1.968  0.00
H: 1.947 -2.690 0.954  0.00
C: -4.830 1.261 -1.424  0.00
S: -3.579 0.408 -2.398  0.00
O: -3.941 -1.029 -2.527  0.00
C: -4.014 0.995 -4.045  0.00
H: -4.776 0.904 -0.369  0.00
H: -5.836 0.986 -1.786  0.00
H: -4.603 2.352 -1.540  0.00
H: -3.309 0.591 -4.746  0.00
H: -4.114 2.093 -4.171  0.00
H: -5.012 0.629 -4.110  0.00
C: -5.486 5.586 1.925  0.00
S: -4.656 4.009 2.101  0.00
O: -3.491 4.259 1.188  0.00
C: -4.136 4.225 3.812  0.00
H: -6.437 5.663 2.413  0.00
H: -5.519 5.607 0.877  0.00
H: -4.876 6.414 2.267  0.00
H: -3.314 3.471 4.003  0.00
H: -4.962 4.068 4.549  0.00
H: -3.789 5.273 3.886  0.00
C: -1.497 -2.802 -3.138  0.00
S: -0.621 -4.355 -3.561  0.00
O: -0.535 -5.245 -2.336  0.00
C: -2.031 -5.007 -4.543  0.00
H: -2.029 -2.940 -2.186  0.00
H: -2.161 -2.470 -3.951  0.00
H: -0.714 -2.062 -2.886  0.00
H: -2.834 -5.208 -3.809  0.00
H: -1.774 -6.049 -4.951  0.00
H: -2.328 -4.354 -5.335  0.00

***

C22H66N10O11 | ωB97M-V/def2-TZVPD

For the total energy, the calculation gives -61307.4651 eV. Its SMILES is NC(N)=O.NC(N)=O.NC(N)=O.NC(N)=O.NC(N)=O.CC(C)O.CC(C)O.CC(C)O.CC(C)O.CC(C)O.CCO. The value obtained for the HOMO-LUMO gap is 8.587 eV. The largest force on an atom comes out at 9.2 eV/A.

Each line ends with the Mulliken charge.
Geometry (Å):
N: -4.329 -1.906 1.456  -0.24
C: -4.373 -1.762 0.156  0.54
N: -4.052 -0.539 -0.140  -0.14
O: -4.694 -2.594 -0.655  -0.69
H: -4.132 -1.192 2.143  0.03
H: -4.504 -2.830 1.824  0.20
H: -3.649 -0.502 -1.066  0.10
H: -4.217 0.092 0.632  0.17
N: -0.191 -3.069 2.855  0.02
C: -0.264 -4.213 2.224  0.75
N: 0.778 -4.911 2.469  -0.27
O: -1.259 -4.523 1.600  -0.79
H: 0.614 -2.661 3.308  0.20
H: -0.962 -2.433 2.709  -0.24
H: 0.824 -5.882 2.193  0.25
H: 1.522 -4.577 3.064  0.10
N: -0.746 -3.530 -1.060  0.03
C: -0.137 -3.800 -2.138  0.51
N: -0.252 -2.841 -3.085  -0.20
O: 0.475 -4.804 -2.332  -0.74
H: -0.721 -3.994 -0.163  0.08
H: -1.008 -2.554 -1.054  0.15
H: -0.874 -2.069 -2.893  0.17
H: -0.051 -3.157 -4.023  0.22
N: -1.264 2.599 -5.276  -0.33
C: -1.291 2.901 -3.976  0.53
N: -0.223 3.655 -3.672  -0.27
O: -2.054 2.488 -3.111  -0.60
H: -0.572 3.172 -5.739  0.22
H: -1.980 2.042 -5.721  0.22
H: -0.051 3.914 -2.711  0.19
H: 0.431 3.925 -4.393  0.21
N: 2.725 3.389 -2.310  -0.04
C: 2.618 4.371 -1.546  0.70
N: 3.585 5.155 -1.738  -0.39
O: 1.848 4.467 -0.705  -0.61
H: 3.421 3.299 -3.036  0.22
H: 1.918 2.788 -2.225  -0.31
H: 3.792 5.847 -1.032  0.24
H: 4.103 5.013 -2.594  0.14
C: 4.133 -1.317 -2.686  -1.61
C: 2.838 -1.636 -2.068  1.63
C: 2.761 -2.538 -0.853  -1.42
O: 2.197 -0.493 -1.741  -0.47
H: 5.000 -1.426 -2.035  0.37
H: 4.215 -0.328 -3.138  0.30
H: 4.273 -2.013 -3.512  0.38
H: 2.253 -1.989 -2.917  -0.05
H: 1.812 -2.482 -0.319  0.04
H: 3.551 -2.393 -0.117  0.41
H: 2.811 -3.586 -1.149  0.42
H: 2.489 0.209 -2.327  -0.17
C: -4.096 2.993 0.475  -1.20
C: -3.846 2.569 2.001  0.55
C: -4.118 3.701 3.040  -1.35
O: -4.652 1.455 2.239  -0.48
H: -3.861 2.131 -0.149  0.23
H: -3.488 3.810 0.086  0.41
H: -5.166 3.119 0.310  0.37
H: -2.845 2.200 2.224  0.19
H: -4.528 4.637 2.661  0.35
H: -3.171 3.874 3.551  0.33
H: -4.848 3.335 3.762  0.33
H: -5.549 1.761 2.087  0.29
C: 2.317 0.941 -6.788  -1.69
C: 1.907 1.531 -5.476  0.90
C: 1.210 0.474 -4.589  -0.50
O: 3.081 1.929 -4.849  -0.34
H: 2.828 1.584 -7.505  0.52
H: 1.354 0.791 -7.277  0.38
H: 2.788 -0.030 -6.637  0.37
H: 1.310 2.431 -5.623  -0.56
H: 1.865 -0.396 -4.529  0.25
H: 0.320 0.181 -5.145  0.45
H: 0.724 0.679 -3.635  -0.17
H: 3.650 2.178 -5.581  0.34
C: -0.908 -0.187 5.537  -1.45
C: -2.151 -0.082 4.653  2.49
C: -3.179 -1.232 4.761  -1.67
O: -2.720 1.141 5.007  -0.68
H: -0.235 -0.990 5.236  0.11
H: -1.011 -0.319 6.614  0.42
H: -0.268 0.696 5.533  0.39
H: -1.916 -0.080 3.589  -1.05
H: -2.746 -2.229 4.680  0.37
H: -4.200 -1.141 4.392  0.38
H: -3.489 -1.456 5.782  0.44
H: -3.472 1.412 4.474  0.25
C: 2.504 0.160 4.199  -1.31
C: 2.901 -1.338 3.991  1.29
C: 4.198 -1.831 4.541  -1.55
O: 1.849 -2.085 4.552  -0.56
H: 1.530 0.428 3.790  0.11
H: 3.330 0.697 3.733  0.44
H: 2.509 0.469 5.244  0.36
H: 2.886 -1.422 2.904  -0.26
H: 4.281 -2.910 4.414  0.49
H: 4.452 -1.603 5.576  0.32
H: 5.054 -1.507 3.949  0.40
H: 2.230 -2.922 4.827  0.26
C: -0.278 0.137 0.675  -0.11
C: -0.708 0.531 -0.730  1.08
O: -0.719 -0.551 -1.541  -0.37
H: 0.601 -0.506 0.640  -0.06
H: -1.174 -0.214 1.187  -0.27
H: 0.098 0.945 1.303  0.58
H: -0.035 1.232 -1.224  -0.70
H: -1.741 0.873 -0.666  -0.25
H: 0.207 -0.778 -1.657  -0.02

***

C22H66O16 | ωB97M-V/def2-TZVPD

For the total energy, the calculation gives -56639.0191 eV. Its SMILES is CC(C)O.CC(C)O.CC(C)O.CC(C)O.OCCO.OCCO.OCCO.OCCO.OCCO.O.O. The value obtained for the HOMO-LUMO gap is 9.616 eV. The energy relative to the best compared isomer or geometry (same formula, charge and spin) comes out at 37.02 kcal per mole. The largest force on an atom comes out at 3.8 eV/A.

Each line ends with the Mulliken charge.
Geometry (Å):
C: 2.954 -0.086 5.334  -1.18
C: 1.880 -1.015 4.783  1.01
C: 1.839 -2.448 5.442  -1.14
O: 0.683 -0.403 5.132  -0.44
H: 2.777 0.538 6.210  0.29
H: 3.170 0.600 4.515  0.29
H: 3.884 -0.641 5.455  0.35
H: 1.848 -0.985 3.693  -0.46
H: 2.822 -2.915 5.374  0.34
H: 1.039 -3.048 5.009  0.33
H: 1.552 -2.182 6.459  0.34
H: 0.628 -0.423 6.090  0.32
C: 1.426 -2.926 -2.724  -1.20
C: 2.133 -1.768 -3.378  0.90
C: 1.380 -1.300 -4.584  -1.75
O: 2.284 -0.671 -2.504  -0.39
H: 1.938 -3.140 -1.787  0.28
H: 1.545 -3.837 -3.311  0.50
H: 0.392 -2.850 -2.389  -0.02
H: 3.119 -2.039 -3.758  0.32
H: 1.497 -2.022 -5.392  0.50
H: 1.748 -0.356 -4.986  0.50
H: 0.337 -1.171 -4.297  0.25
H: 1.959 0.025 -3.080  -0.04
C: -1.699 -3.986 -3.934  -1.41
C: -2.373 -2.948 -3.041  2.14
C: -2.892 -1.724 -3.749  -1.11
O: -3.356 -3.600 -2.344  -0.66
H: -0.833 -3.520 -4.405  0.27
H: -2.349 -4.320 -4.742  0.38
H: -1.149 -4.805 -3.471  0.38
H: -1.715 -2.535 -2.276  -0.97
H: -2.103 -1.072 -4.123  0.11
H: -3.691 -1.226 -3.198  0.17
H: -3.469 -2.054 -4.613  0.42
H: -3.676 -3.086 -1.599  0.39
C: -0.854 3.635 3.698  -1.22
C: -1.476 2.287 4.143  1.34
C: -2.675 2.405 5.020  -1.79
O: -1.819 1.623 2.960  -0.32
H: -1.482 4.331 3.142  0.31
H: -0.011 3.643 3.007  0.32
H: -0.475 4.058 4.629  0.40
H: -0.805 1.663 4.733  -0.20
H: -3.555 2.844 4.551  0.36
H: -2.576 2.990 5.934  0.39
H: -2.977 1.407 5.339  0.38
H: -1.163 2.018 2.382  0.08
O: 0.286 -1.819 0.854  -0.60
C: -0.479 -1.792 2.080  0.25
C: -2.002 -2.069 1.792  -0.76
O: -2.718 -0.902 1.265  -0.43
H: 1.203 -1.886 1.127  0.16
H: -0.022 -2.273 2.944  0.14
H: -0.497 -0.784 2.494  0.04
H: -2.432 -2.254 2.776  0.35
H: -2.260 -2.890 1.123  0.41
H: -2.344 -0.104 1.648  0.08
O: 0.297 1.481 -3.632  -0.35
C: 0.287 2.833 -3.220  0.16
C: 0.985 3.639 -4.427  -0.65
O: 2.340 3.289 -4.555  -0.51
H: -0.247 1.162 -2.907  -0.07
H: -0.708 3.216 -2.996  0.32
H: 0.862 3.021 -2.314  -0.06
H: 0.844 4.719 -4.383  0.33
H: 0.513 3.142 -5.275  0.32
H: 2.563 3.385 -5.484  0.31
O: 5.593 0.063 -0.884  -0.49
C: 5.547 -1.250 -0.254  -0.64
C: 4.425 -1.254 0.768  -0.34
O: 3.157 -1.648 0.287  -0.36
H: 6.228 -0.048 -1.595  0.28
H: 5.449 -1.979 -1.058  0.31
H: 6.505 -1.152 0.258  0.41
H: 4.377 -0.318 1.324  0.16
H: 4.699 -1.864 1.629  0.46
H: 2.970 -1.245 -0.564  0.07
O: -3.495 3.362 -0.827  -0.56
C: -3.751 2.019 -1.281  0.64
C: -5.283 1.768 -1.162  -0.60
O: -5.897 2.119 0.073  -0.53
H: -4.260 3.941 -0.794  0.30
H: -3.532 1.881 -2.340  0.11
H: -3.120 1.390 -0.653  -0.33
H: -5.526 0.707 -1.109  0.28
H: -5.852 2.178 -1.997  0.31
H: -6.600 1.492 0.255  0.34
O: 2.653 3.751 0.417  -0.61
C: 2.604 2.294 0.359  -0.64
C: 1.566 1.626 1.266  0.46
O: 0.169 1.953 0.884  -0.46
H: 2.880 3.945 -0.496  0.37
H: 2.695 2.026 -0.694  0.44
H: 3.581 2.024 0.761  0.22
H: 1.967 1.767 2.270  0.35
H: 1.670 0.594 0.931  -0.36
H: -0.010 1.678 -0.019  -0.07
O: -0.298 -0.309 -1.309  1.65
H: 0.534 -0.723 -1.537  -0.16
H: -0.581 -0.760 -0.514  -0.47
O: -4.563 -1.972 -0.567  -0.74
H: -4.799 -2.639 0.078  0.32
H: -3.835 -1.497 -0.164  0.43

***

C22H66O22 | ωB97M-V/def2-TZVPD

For the total energy, the calculation gives -68924.3767 eV. Its SMILES is OCCO.OCCO.OCCO.OCCO.OCCO.OCCO.OCCO.OCCO.OCCO.OCCO.OCCO. The value obtained for the HOMO-LUMO gap is 9.306 eV. The energy relative to the best compared isomer or geometry (same formula, charge and spin) comes out at 14.62 kcal per mole. The largest force on an atom comes out at 1.9 eV/A.

Each line ends with the Mulliken charge.
Geometry (Å):
O: 2.029 3.027 -1.899  0.02
C: 2.455 4.358 -2.134  -0.59
C: 1.523 5.430 -1.602  -0.49
O: 0.552 5.732 -2.595  -0.51
H: 1.079 2.952 -2.122  0.00
H: 3.423 4.456 -1.637  0.41
H: 2.654 4.556 -3.195  0.28
H: 2.141 6.304 -1.362  0.40
H: 1.008 5.147 -0.680  0.28
H: -0.089 6.369 -2.273  0.29
O: 0.726 4.984 3.630  -0.52
C: 1.568 3.854 3.925  -0.62
C: 1.611 2.853 2.797  0.05
O: 0.386 2.167 2.665  -0.50
H: 0.696 5.446 4.476  0.30
H: 2.576 4.208 4.181  0.39
H: 1.240 3.374 4.857  0.28
H: 2.481 2.225 3.025  0.29
H: 1.855 3.307 1.834  -0.02
H: 0.558 1.466 2.017  0.03
O: -0.598 2.603 -2.742  -0.43
C: -0.817 3.075 -4.068  -0.38
C: -2.011 4.006 -4.120  -0.71
O: -3.268 3.315 -4.127  -0.59
H: -1.285 1.949 -2.500  0.22
H: 0.097 3.533 -4.444  0.43
H: -0.993 2.214 -4.723  0.41
H: -2.045 4.585 -5.049  0.35
H: -2.007 4.709 -3.285  0.28
H: -3.695 3.367 -3.270  0.33
O: -5.176 -4.398 -0.029  -0.57
C: -4.558 -3.770 -1.154  -0.25
C: -3.134 -4.190 -1.361  -0.57
O: -2.251 -3.433 -0.515  -0.29
H: -4.494 -4.468 0.660  0.27
H: -5.144 -4.002 -2.045  0.43
H: -4.656 -2.684 -1.043  -0.03
H: -2.890 -3.946 -2.404  0.39
H: -3.006 -5.271 -1.265  0.38
H: -1.366 -3.792 -0.645  0.09
O: -2.567 0.810 -1.896  -0.65
C: -2.904 -0.017 -0.764  0.99
C: -3.296 0.839 0.426  0.34
O: -4.647 1.285 0.332  -0.62
H: -3.310 1.413 -2.025  0.17
H: -3.703 -0.682 -1.111  -0.11
H: -2.031 -0.612 -0.504  -0.42
H: -2.681 1.733 0.493  0.18
H: -3.123 0.240 1.330  -0.37
H: -5.225 0.523 0.229  0.38
O: -0.508 -0.088 1.097  0.34
C: 0.548 -0.749 0.388  -0.03
C: 1.280 0.279 -0.446  0.69
O: 2.094 1.223 0.230  -0.52
H: -1.136 -0.737 1.456  -0.16
H: 1.154 -1.280 1.125  -0.24
H: 0.120 -1.488 -0.297  0.33
H: 0.571 0.792 -1.106  -0.52
H: 1.909 -0.329 -1.119  -0.05
H: 2.321 1.880 -0.450  0.50
O: -1.860 -0.150 6.679  -0.56
C: -1.592 1.040 5.937  -0.53
C: -2.321 1.057 4.589  0.34
O: -2.134 2.273 3.906  -0.52
H: -1.154 -0.769 6.474  0.34
H: -1.927 1.880 6.547  0.26
H: -0.516 1.163 5.781  0.27
H: -3.392 0.925 4.772  0.37
H: -2.019 0.170 4.018  -0.26
H: -1.349 2.126 3.345  0.43
O: 6.239 -3.448 -2.487  -0.56
C: 5.586 -2.328 -1.876  -0.75
C: 4.178 -2.713 -1.471  0.84
O: 3.293 -2.673 -2.577  -0.54
H: 6.300 -3.302 -3.432  0.34
H: 6.171 -1.873 -1.075  0.36
H: 5.555 -1.534 -2.630  0.30
H: 3.797 -2.043 -0.697  -0.39
H: 4.139 -3.707 -1.012  0.03
H: 3.681 -3.164 -3.311  0.27
O: 1.425 -4.011 1.164  -0.35
C: 2.694 -4.270 1.773  -0.37
C: 3.196 -2.937 2.297  0.09
O: 4.212 -3.182 3.254  -0.61
H: 1.198 -4.679 0.516  0.22
H: 2.532 -4.924 2.631  0.31
H: 3.385 -4.607 1.002  0.28
H: 2.393 -2.346 2.745  0.20
H: 3.613 -2.353 1.469  -0.01
H: 4.780 -2.422 3.380  0.34
O: -3.677 -4.425 2.661  -0.55
C: -3.904 -3.188 3.383  -0.92
C: -3.683 -1.994 2.478  -0.32
O: -2.368 -2.068 1.932  -0.25
H: -2.946 -4.861 3.099  0.30
H: -4.937 -3.218 3.748  0.33
H: -3.260 -3.225 4.262  0.41
H: -3.812 -1.096 3.081  0.31
H: -4.413 -2.014 1.664  0.36
H: -2.377 -2.723 1.198  0.23
O: 1.379 -1.459 -4.213  -0.55
C: 2.184 -0.511 -4.892  -0.77
C: 2.260 0.821 -4.215  0.61
O: 3.417 0.914 -3.364  -0.61
H: 1.938 -1.795 -3.491  0.44
H: 3.203 -0.864 -5.104  0.21
H: 1.790 -0.408 -5.906  0.41
H: 1.384 1.055 -3.606  -0.26
H: 2.375 1.645 -4.932  0.36
H: 3.298 1.568 -2.667  0.33

***

largest force on an atom of number 1 (C22H66ClO12S11V)?
3.0 eV/A